1.
C5H7NO2 | ωB97M-V with the def2-TZVPD basis set

```
! wB97M-V def2-TZVPD RIJCOSX def2/J DEFGRID3
* xyz 0 1
C -0.80033 0.65036 0.44010
O 0.62993 -0.91911 -0.50556
N -2.65131 2.40806 -0.07203
C 1.56675 -1.03876 -1.68186
C -1.91628 1.55075 0.07888
H -1.12606 -0.84854 1.91711
O 0.61819 0.04068 2.33381
H -1.24608 0.63187 2.60928
H 0.95950 -0.74787 -2.93309
H 2.00224 -2.06890 -1.61281
H 1.20370 -0.04047 1.42821
H 2.36987 -0.05117 -1.50492
H -0.58289 0.30570 -1.64570
C -0.30189 0.01799 -0.62552
C -0.72533 0.10942 1.77410
*
```

electronic energy	-10879.265	eV
HOMO-LUMO gap	9.919	eV
energy relative to the best compared isomer or geometry (same formula, charge and spin)	100.4	kcal per mole
max |F|	5.0	eV Å⁻¹

These are the natural (NBO) partial charges, in e, on atoms 1 to 4: number 1, C, carries -0.26; number 2, O, carries -0.53; number 3, N, carries -0.32; number 4, C, carries -0.28

---

2.
C16H18BeN3O5Si | ωB97M-V with the def2-TZVPD basis set

```
! wB97M-V def2-TZVPD RIJCOSX def2/J DEFGRID3
* xyz -1 1
O -2.02370 -3.46345 0.04039
H -3.04362 4.45939 1.34820
H -4.61639 1.87980 0.27036
C 1.68148 -2.24971 -3.24796
H -1.97114 4.40721 -0.05687
H 3.69612 0.09213 2.58925
O -1.51545 -1.25733 0.04479
N 1.00304 0.06791 0.61708
H -2.43492 0.55421 2.88894
C 0.89141 1.93833 2.12172
H -1.29440 4.37901 1.57067
C -2.55297 1.63522 2.78040
C 1.28263 -3.53847 -2.88879
C 1.05332 -1.18940 -2.62737
C 1.27483 0.32380 -2.76988
H -3.53395 1.92339 -1.12951
H 2.12173 -2.29680 0.37700
N 0.11441 -1.40739 -1.72908
H 0.37501 2.83098 2.44798
O 1.86028 -4.63941 -3.43880
C 2.08834 1.54867 2.66004
N -0.80778 1.33432 0.40210
C 0.32393 1.15503 1.07901
C 2.84386 -1.49148 0.52086
H 3.24184 -1.22490 -0.46154
C -3.64425 1.55340 -0.10685
C -0.29420 -2.61454 -1.38113
H -1.84524 2.11886 3.45764
Si -2.21539 2.12317 0.97493
H 3.66136 -1.85134 1.14338
C 0.27265 -3.73758 -1.94659
H -3.56157 1.90184 3.10577
H -3.63040 0.46181 -0.14321
C 2.75140 0.41187 2.17173
O 2.07738 0.73525 -3.60502
H 2.46037 -2.07324 -3.98086
C 2.17533 -0.29366 1.13298
Be -0.29332 -0.05858 -0.61971
O 0.54203 0.96637 -1.95474
H 2.51283 -4.35798 -4.08728
C -2.12260 4.02069 0.95368
H -0.04771 -4.73170 -1.66799
H 2.53517 2.12883 3.45970
C -1.39176 -2.47453 -0.31544
*
```

electronic energy	-39880.283	eV
HOMO-LUMO gap	7.225	eV
max |F|	0.4	eV Å⁻¹

These are the natural (NBO) partial charges, in e, on atoms 1 to 4: number 1, O, carries -0.67; number 2, H, carries 0.22; number 3, H, carries 0.22; number 4, C, carries -0.32

---

3.
C28H30BaCl5N4O6P2S2 | ωB97M-V with the def2-TZVPD basis set

```
! wB97M-V def2-TZVPD RIJCOSX def2/J DEFGRID3
* xyz -1 1
S 3.97081 -3.19655 1.43915
N 1.74697 -2.04525 0.52701
H 3.10658 -2.74091 4.99859
Cl 1.91112 5.48501 5.17097
H -2.13779 -0.77756 5.53229
H -2.66647 1.98046 4.02349
C 1.37364 4.27575 1.31703
H -4.37126 -2.65007 -1.30952
C -3.56662 -1.49803 1.30555
H 5.08312 -4.10134 3.33449
C -2.66955 -1.68841 2.57318
C -3.82835 4.80460 -2.98501
H -0.68276 -2.63711 0.02892
C 4.25303 -3.76747 -4.01154
C -2.30638 2.85330 -2.02967
C 1.96384 3.08899 3.77207
C -1.24714 -0.64859 4.92031
O -4.43718 4.93412 -1.83422
O -2.11391 1.95290 0.24868
C -4.01027 -1.64386 -1.51663
Cl 2.08007 2.31774 5.27892
N 2.51113 -2.21885 -0.63318
H -4.06969 -0.49736 1.37850
O 3.24313 -4.16458 -1.89672
C 3.29641 -2.02491 -5.35685
H 3.01299 -4.49845 4.44933
C 2.58073 -2.15164 -3.00853
H -4.16713 4.21845 -1.05707
S 1.53303 -3.12717 3.15083
Cl 1.59250 6.80285 2.32384
P -2.63326 -1.37258 -0.24558
C 4.16569 -3.09492 -5.22177
H 1.96927 -0.59932 -4.47098
C 2.07260 2.34502 2.56448
C 0.04827 2.26241 -4.72887
H 4.97125 -4.55953 -4.02292
H -3.35661 -1.98182 3.44188
C 2.29383 -2.64480 1.53639
H -0.63482 0.11141 5.37216
C 1.57424 2.90183 1.46248
C -1.66522 -2.94090 -0.33128
H -1.53795 -3.32266 -1.34412
Cl 2.85307 0.78022 2.54531
H 0.96549 2.00402 -4.18317
C 1.81375 4.52664 3.77428
H 3.18767 -1.58491 -6.32911
N -1.15003 2.24214 -2.54250
O 1.41596 -0.48346 -1.77410
H -1.95812 -2.49123 2.45179
H -0.69052 -1.61380 4.94694
H -4.74317 -0.79575 -1.38082
H 4.80565 -3.39012 -6.12044
H -4.33983 -2.28036 1.23963
C -3.10386 1.02430 3.72887
C 2.12963 -1.54723 -1.75162
O -4.08589 5.51674 -3.93952
H -3.61994 0.57665 4.53715
H -0.27253 1.39339 -5.34205
C -2.82894 3.67903 -3.05418
C 4.36867 -3.30505 3.23477
H -3.59089 -1.54685 -2.49293
P -1.73525 -0.13500 3.16615
Ba 0.20834 1.09092 -0.41551
C -2.75067 2.67813 -0.62507
C -1.00377 2.66732 -3.78430
C 2.53376 -1.55637 -4.31045
H -3.79753 1.09584 2.85642
H 4.87885 -2.35180 3.39853
H 0.22174 3.08283 -5.43452
C 1.65534 5.11863 2.50751
C 3.15183 -3.42858 4.12658
C 3.37228 -3.38751 -2.91249
O -3.82056 3.31591 -0.26816
Cl 1.09084 4.98264 -0.20657
N -1.99895 3.48092 -4.14979
H -2.09625 3.93845 -5.03609
H 2.77804 -3.30109 -0.94768
H -2.09614 -3.73578 0.34103
*
```

electronic energy	-151326.141	eV
HOMO-LUMO gap	7.167	eV
energy relative to the best compared isomer or geometry (same formula, charge and spin)	60.0	kcal per mole
max |F|	4.8	eV Å⁻¹

These are the Löwdin partial charges, in e, on atoms 1 to 4: number 1, S, carries 0.91; number 2, N, carries -0.04; number 3, H, carries 0.08; number 4, Cl, carries 0.67

---

4.
CH14O5S | ωB97M-V with the def2-TZVPD basis set

```
! wB97M-V def2-TZVPD RIJCOSX def2/J DEFGRID3
* xyz 0 1
H 1.94300 1.86505 0.16881
H 0.20710 1.96756 2.37086
H 0.54973 -3.17286 1.02756
O 1.09245 1.19903 -2.39963
H -0.70534 -2.31196 -0.07148
O -2.60356 0.40323 1.22285
O 2.74354 1.63931 0.65366
H -1.73232 0.82950 1.16030
H -2.51144 -0.06235 2.06493
H 0.32620 0.61409 -2.28327
C 0.34975 -2.36760 0.27762
H 1.75435 0.58714 -2.73889
H -1.56336 0.49292 -0.78993
H 0.36082 -1.36691 0.75830
H 0.64093 -2.06527 -2.12379
H -0.76299 2.79983 1.49544
H -2.44230 -0.83602 -0.83675
O -1.60535 -0.42358 -1.04802
S 1.39501 -2.53661 -1.15048
H 2.70643 0.68100 0.76200
O -0.14265 2.06451 1.47988
*
```

electronic energy	-22336.407	eV
HOMO-LUMO gap	9.085	eV
structure (SMILES)	CS.O.O.O.O.O
energy relative to the best compared isomer or geometry (same formula, charge and spin)	22.2	kcal per mole
max |F|	2.2	eV Å⁻¹

These are the natural (NBO) partial charges, in e, on atoms 1 to 4: number 1, H, carries 0.49; number 2, H, carries 0.49; number 3, H, carries 0.23; number 4, O, carries -0.95

---

- Look up the max |F| of the third one.
  4.8 eV Å⁻¹